C17H25N3O5S in the gas phase at a distorted geometry, computed with ωB97M-V/def2-TZVPD.

Positions of all 51 atoms, in Å:
S: -2.2420 1.5637 0.5778
O: -1.5149 1.0056 1.6900
O: 7.2226 -0.0846 0.5908
O: -7.2695 -1.3993 -0.2848
O: 3.3556 -1.0506 -1.5040
O: -2.5242 2.9683 0.6150
N: -1.5051 1.2549 -0.9044
N: 4.4786 -0.7814 0.4455
N: 2.5575 0.4556 -0.0062
C: -7.6389 -2.5212 0.4851
C: 5.5096 -1.6987 -0.0079
C: -1.0526 -0.1105 -1.0625
C: -4.0375 -0.4372 1.1711
C: 3.4578 -0.4908 -0.4277
C: 6.7509 -0.9189 -0.4476
C: -6.1014 -0.7731 -0.0120
C: -5.8048 0.3344 -0.8173
C: 6.2284 0.8222 1.0021
C: -0.5174 2.2378 -1.2980
C: 0.2604 -0.3831 -0.3290
C: -4.6378 1.0404 -0.6274
C: -3.7578 0.6476 0.3669
C: 1.3251 0.6364 -0.7509
C: 4.9713 0.0879 1.4933
C: -5.2084 -1.1541 0.9879
C: 0.7963 2.0544 -0.5379
H: 0.6035 2.2124 0.5259
H: 0.6102 -1.3914 -0.5550
H: 5.1079 -2.2748 -0.8411
H: 5.9523 1.4847 0.1664
H: -8.5990 -2.8452 0.0873
H: 5.2351 -0.5368 2.3548
H: -0.9311 -0.2960 -2.1348
H: 6.5017 -0.3129 -1.3314
H: -7.7538 -2.2621 1.5417
H: -5.4129 -1.9992 1.6254
H: 1.5312 2.7864 -0.8749
H: -1.8455 -0.7594 -0.6839
H: 1.5793 0.4802 -1.8052
H: 5.7647 -2.3650 0.8225
H: 6.6688 1.4149 1.8058
H: -0.3550 2.1377 -2.3758
H: -0.9516 3.2155 -1.0871
H: 7.5712 -1.5956 -0.6899
H: -6.5133 0.6125 -1.5809
H: 0.0856 -0.2954 0.7451
H: -3.3319 -0.7088 1.9407
H: -4.3915 1.8983 -1.2310
H: 4.2245 0.8180 1.7986
H: -6.9127 -3.3334 0.3838
H: 2.4606 0.6100 0.9853

For the HOMO-LUMO gap, the calculation gives 9.4 eV. For the HOMO energy, the calculation gives -8.78 eV. Its SMILES is COc1ccc(S(=O)(=O)N2CCC(NC(=O)N3CCOCC3)CC2)cc1.